Here is 10 unconnected molecules or ions with the total composition C23H46Cl14N2O5 from the Open Molecules 2025 dataset. Energies are from ωB97M-V/def2-TZVPD.

Each line ends with the Löwdin charge.
Element x y z (Å)
C1 4.2599 2.3637 -1.2393  -0.126
C2 4.8257 2.4757 0.1655  -0.091
O1 3.7032 2.2367 1.0354  0.035
C3 2.6337 2.0033 0.3021  -0.532
O2 1.5127 1.7355 0.8111  0.060
O3 2.8716 2.1922 -1.0173  0.031
H1 4.5632 1.4127 -1.6771  0.063
H2 4.4256 3.2218 -1.8907  0.141
H3 5.1603 3.5049 0.2954  0.134
H4 5.6731 1.8213 0.3698  0.128
C4 0.9755 4.0020 -6.4252  0.009
C5 0.9318 3.1486 -5.1567  -0.562
O4 0.2585 3.4827 -4.2077  0.046
N1 1.6108 1.9743 -5.1493  -0.004
C6 1.5778 1.0315 -4.0740  -0.099
H5 0.6873 5.0381 -6.2474  0.086
H6 0.2892 3.5987 -7.1699  0.082
H7 2.0132 4.0431 -6.7565  0.079
H8 2.2872 1.8005 -5.8789  0.139
H9 2.3616 0.2993 -4.2678  0.092
H10 0.6426 0.4797 -4.1692  0.044
H11 1.7136 1.4754 -3.0879  0.064
C7 4.7017 1.4232 4.6305  -0.012
C8 3.2156 1.2223 4.9237  -0.518
O5 2.9088 0.9470 6.1128  0.003
N2 2.3284 1.4253 3.9454  0.029
C9 0.9024 1.1903 4.1459  -0.096
H12 5.1699 2.4073 4.6476  0.082
H13 4.9382 0.9536 3.6756  0.011
H14 5.3219 0.7525 5.2252  0.081
H15 2.5980 1.6327 2.9944  0.091
H16 0.5135 1.5064 5.1139  0.070
H17 0.7272 0.1292 3.9687  0.073
H18 0.3460 1.6946 3.3559  0.037
Cl1 -4.9934 -1.1218 -1.2372  0.802
C10 -4.4466 -2.7087 -0.7628  -0.612
C11 -5.1670 -3.8728 -1.4451  -0.625
Cl2 -6.9683 -3.7002 -1.6077  0.564
H19 -4.6993 -2.6363 0.2950  0.093
H20 -3.3731 -2.8457 -0.8938  0.034
H21 -4.9607 -4.8579 -1.0266  0.021
H22 -4.7647 -3.9196 -2.4571  0.067
Cl3 -1.5589 -4.0104 -2.7401  0.551
C12 -0.5622 -4.5986 -1.3667  -0.621
C13 -1.2492 -4.8140 0.0036  -0.616
Cl4 -2.7461 -5.8099 -0.1917  0.589
H23 0.3630 -4.0231 -1.3370  0.051
H24 -0.2387 -5.5765 -1.7234  0.062
H25 -1.5683 -3.8547 0.4111  -0.038
H26 -0.5554 -5.3324 0.6653  0.086
Cl5 -2.3691 1.5104 4.5388  0.619
C14 -2.7810 3.1206 3.9532  -0.645
C15 -2.0965 3.6049 2.6767  -0.602
Cl6 -2.6764 2.7952 1.1755  0.558
H27 -2.5339 3.7798 4.7853  0.076
H28 -3.8685 3.1829 3.9134  0.071
H29 -1.0075 3.5587 2.6770  0.063
H30 -2.2395 4.6801 2.5689  0.078
Cl7 -2.9174 -3.7269 6.4335  0.501
C16 -3.2690 -2.2806 5.3579  -0.621
C17 -2.4978 -2.1554 4.0395  -0.667
Cl8 -2.5660 -3.6833 3.0949  0.547
H31 -3.2606 -1.3975 5.9966  0.064
H32 -4.3176 -2.3897 5.0811  0.059
H33 -1.4720 -1.8868 4.2919  0.057
H34 -2.8893 -1.2936 3.4990  0.039
Cl9 4.4851 -0.8528 1.6252  0.613
C18 3.1368 -1.7832 0.8946  -0.617
C19 3.5542 -2.3074 -0.4859  -0.648
Cl10 4.2021 -1.1305 -1.6431  0.602
H35 2.2278 -1.1906 0.9972  0.003
H36 2.9601 -2.5972 1.5977  0.073
H37 2.6495 -2.7397 -0.9134  0.040
H38 4.2695 -3.1254 -0.3997  0.076
Cl11 -2.5591 -0.5514 -6.2223  0.606
C20 -1.8789 0.8967 -5.4757  -0.665
C21 -2.0665 0.8846 -4.0040  -0.565
Cl12 -3.8525 0.8202 -3.6316  0.712
H39 -2.3890 1.7601 -5.9028  0.086
H40 -0.8379 0.9520 -5.7942  0.067
H41 -1.6786 1.7728 -3.5053  0.084
H42 -1.7450 -0.0217 -3.4907  0.051
Cl13 -0.4298 -1.7438 1.4314  0.652
C22 -1.2672 -0.3481 0.7736  -0.643
C23 -1.1413 -0.2699 -0.7091  -0.671
Cl14 0.4142 -0.6386 -1.4058  0.673
H43 -0.9409 0.5501 1.2978  0.034
H44 -2.2836 -0.5063 1.1340  0.060
H45 -1.3411 0.7565 -1.0169  0.067
H46 -1.8866 -0.9483 -1.1241  0.035

Computed properties:
HOMO-LUMO gap (alpha / beta) = 8.38 / 1.13 eV
2S+1 = 2
Highest occupied orbital energy (alpha / beta) = -10.62 / -10.61 eV
Electronic energy = -7832.03751 a.u.
Relative energy (zero: lowest compared OMol25 entry of this formula, charge and spin) = 0.642 eV
Net charge = +1
<S²> = 0.754